1.
The molecule C5H9NO2 at a distorted geometry. Source: the OMol25 dataset; level of theory: ωB97M-V/def2-TZVPD.

Cartesian coordinates (Å):
C1 -0.3695 -2.5482 0.7554
C2 0.0693 -1.1607 0.0684
C3 -0.6736 0.0191 -0.0032
C4 -0.7063 0.7286 -1.3153
O1 -1.1677 -0.2692 -2.3002
N1 0.6867 -0.0564 0.8650
C5 1.4995 1.1349 1.0291
O2 0.9365 2.4216 1.3182
H1 -0.6608 -2.2687 1.9412
H2 0.7990 -2.8799 0.7031
H3 -1.1911 -3.0069 -0.0139
H4 0.8827 -1.3430 -0.5930
H5 -1.5213 0.0466 0.6398
H6 -1.3260 1.6367 -1.4117
H7 0.4665 1.1858 -1.3029
H8 -2.0555 -0.2202 -2.5261
H9 2.7339 0.9827 1.1585

As for the charge: 0. As for the HOMO energy: -9.3249 eV. As for the frontier orbital gap: 9.81 eV. Its SMILES is C[C@H]1[C@H](CO)N1C=O.

---

2.
The molecule C5H9NO2 at a distorted geometry. Source: the OMol25 dataset; level of theory: ωB97M-V/def2-TZVPD.

Cartesian coordinates (Å):
C1 -1.0815 -0.9326 -1.4043
O1 0.1919 -0.5577 -0.9100
C2 0.7431 -0.4975 0.7704
C3 -0.4402 -0.9797 1.5553
C4 0.9808 0.9185 0.5748
O2 2.1335 1.4773 1.1006
C5 0.3088 1.3743 -0.5043
N1 -0.2486 2.2917 -1.1241
H1 -1.9223 -0.3023 -1.0981
H2 -1.3034 -1.9593 -1.1024
H3 -1.0409 -0.8718 -2.4973
H4 1.6563 -1.0756 0.9357
H5 -1.3279 -0.3858 1.3416
H6 -0.6392 -2.0381 1.3766
H7 -0.2055 -0.8605 2.6169
H8 2.4620 2.1634 0.5068
H9 -0.2668 2.2357 -2.1383

As for the charge: 0. As for the HOMO energy: -7.3853 eV. As for the frontier orbital gap: 8.20 eV. Its SMILES is CO[C@H](C)C(O)=C=N.

---

3.
A cluster of 2 separate species, C5H9NO2 in total at a distorted geometry. Source: the OMol25 dataset; level of theory: ωB97M-V/def2-TZVPD.

Cartesian coordinates (Å):
C1 0.6595 2.1201 -0.4741
C2 1.1217 1.1650 0.6168
C3 1.2855 -0.2944 0.0177
N1 2.0000 -0.9937 -0.5761
H1 0.7713 3.1536 -0.1469
H2 1.2103 1.9599 -1.3990
H3 -0.3929 1.9479 -0.6975
H4 0.5308 1.2927 1.5339
H5 2.1537 1.3901 0.9059
C4 -0.7040 -2.4305 -0.2920
O1 -0.5437 -1.1936 0.4312
C5 -1.6644 -0.1603 0.4515
O2 -2.5726 -0.2278 -0.3031
H6 -1.3621 -3.0771 0.2875
H7 -1.1347 -2.2552 -1.2778
H8 0.2907 -2.8431 -0.4446
H9 -1.6492 0.4462 1.3666

As for the charge: 0. As for the HOMO energy: -10.0535 eV. As for the frontier orbital gap: 10.70 eV. Its SMILES is CCC#N.COC=O.

---

4.
A cluster of 2 separate species, C5H9NO2 in total at a distorted geometry. Source: the OMol25 dataset; level of theory: ωB97M-V/def2-TZVPD.

Cartesian coordinates (Å):
O1 -2.4950 -0.1169 0.7280
C1 -1.5136 -0.2568 -0.0246
N1 -1.1570 0.5427 -1.0670
C2 0.2769 0.8527 -1.0446
C3 0.6360 1.5289 0.2666
C4 1.6052 1.1118 1.1198
O2 2.3373 -1.4801 -0.2259
C5 -0.6255 -1.4681 0.1711
H1 3.0027 -2.0872 -0.4949
H2 0.8373 -0.0302 -1.1990
H3 0.5766 1.5625 -1.8646
H4 2.3106 0.3088 0.9314
H5 -0.0143 2.3767 0.5020
H6 1.7353 1.5732 2.1101
H7 -1.1998 -2.0905 0.8793
H8 -0.5500 -1.9669 -0.7997
H9 0.3876 -1.2799 0.4584

As for the charge: 0. As for the HOMO energy: -9.0765 eV. As for the frontier orbital gap: 4.33 eV.

---

5.
The molecule C5H9NO2 at a distorted geometry. Source: the OMol25 dataset; level of theory: ωB97M-V/def2-TZVPD.

Cartesian coordinates (Å):
C1 0.8623 -0.6090 1.5525
C2 0.6014 -0.1351 0.1383
N1 1.7136 0.2623 -0.5346
C3 -0.6874 0.2913 -0.2724
C4 -1.0445 1.6135 -0.8780
C5 -1.5846 -0.7986 -0.2853
O1 -2.7735 -0.9683 -0.2382
O2 -0.6045 -1.9229 -0.6005
H1 1.1126 0.2579 2.1725
H2 -0.0081 -1.1142 1.9698
H3 1.6977 -1.3137 1.5948
H4 1.5968 0.7230 -1.4267
H5 2.6036 0.2972 -0.0530
H6 -2.1296 1.7069 -0.9711
H7 -0.6878 2.4458 -0.2606
H8 -0.6184 1.7399 -1.8788
H9 -0.0497 -2.4762 -0.0289

As for the charge: 0. As for the HOMO energy: -7.4386 eV. As for the frontier orbital gap: 7.95 eV. Its SMILES is C/C(N)=C(/C)C(=O)O.

---

6.
A structure of composition C5H9NO2 at a distorted geometry. Source: the OMol25 dataset; level of theory: ωB97M-V/def2-TZVPD.

Cartesian coordinates (Å):
C1 1.1370 0.7456 -0.5424
C2 -0.3208 1.1235 -0.2686
C3 1.8849 1.5518 -1.3167
C4 -0.3661 2.1543 0.6226
O1 1.5805 -0.3561 0.0416
H1 0.7682 -0.8716 0.4814
H2 -0.9788 1.1323 -1.1320
H3 1.4559 2.4277 -1.7705
H4 2.8881 1.2647 -1.5892
H5 0.3355 2.2104 1.4430
H6 -1.1567 2.8942 0.6200
C5 -1.4478 -3.2713 0.5274
O2 -0.6520 -1.2259 0.9616
N1 -1.2138 -2.1206 0.0591
H7 -0.8022 -0.1117 0.4599
H8 -1.1992 -3.5690 1.5445
H9 -1.9128 -3.9784 -0.1417

As for the charge: 0. As for the HOMO energy (spin up / spin down): -8.4880 / -8.4884 eV. As for the frontier orbital gap (spin up / spin down): 8.09 / 8.09 eV.

---

7.
A structure of composition C5H9NO2 at a distorted geometry. Source: the OMol25 dataset; level of theory: ωB97M-V/def2-TZVPD.

Cartesian coordinates (Å):
C1 -0.9774 -0.1797 1.2899
C2 -1.7496 0.2316 0.2232
C3 -0.6289 1.2620 -1.0678
N1 -2.9593 0.2107 -0.0672
O1 -0.1634 2.1712 -0.3734
H1 -3.1696 0.2315 -1.0628
H2 -1.3015 1.4896 -1.9197
H3 -0.3820 0.5799 1.7777
H4 0.3236 -0.9461 0.7182
H5 -1.3368 -0.9616 1.9398
C4 1.3531 -1.2589 0.1541
C5 2.4750 -0.7080 0.5562
O2 0.2483 0.2394 -1.5754
H6 1.1564 0.4912 -1.3393
H7 1.2062 -2.0256 -0.5853
H8 2.4917 0.1104 1.2681
H9 3.4144 -0.9376 0.0638

As for the charge: 0. As for the HOMO energy (spin up / spin down): -8.7429 / -8.5565 eV. As for the frontier orbital gap (spin up / spin down): 7.19 / 6.97 eV.

---

8.
A cluster of 2 separate species, C5H9NO2S in total at a distorted geometry. Source: the OMol25 dataset; level of theory: ωB97M-V/def2-TZVPD.

Cartesian coordinates (Å):
C1 2.7980 -0.5426 -2.1471
C2 -0.8164 0.3859 2.4197
C3 -1.8996 0.9352 1.4738
C4 -0.1033 -0.5194 0.2595
C5 1.7733 -0.2369 -3.2111
N1 0.0647 -0.3866 1.5043
O1 2.3488 -0.9368 -0.9542
O2 3.9990 -0.5174 -2.2685
S1 -1.4979 0.4075 -0.2524
H1 -0.3131 1.0442 2.9803
H2 -1.1526 -0.2410 3.2215
H3 -2.9142 0.5663 1.6261
H4 -1.7068 2.0026 1.4176
H5 1.1628 0.7049 -2.9310
H6 0.9955 -0.9136 -3.3337
H7 2.2962 0.0856 -4.0731
H8 1.4161 -0.8000 -0.6980
H9 0.6837 -1.0153 2.0507

As for the charge: 0. As for the HOMO energy: -9.2767 eV. As for the frontier orbital gap: 9.66 eV.

---

9.
The molecule C5H9NO3 at a distorted geometry. Source: the OMol25 dataset; level of theory: ωB97M-V/def2-TZVPD.

Cartesian coordinates (Å):
C1 2.7831 -0.2784 -0.0137
C2 1.7215 -1.3073 -0.4556
O1 0.3871 -0.6441 -0.3361
N1 -0.0629 -0.5739 0.9206
O2 0.6409 -1.0674 1.8257
C3 -1.0671 0.1649 1.1238
C4 -1.8963 0.7830 -0.0270
C5 -3.2323 1.3063 0.4935
O3 -1.5183 0.7352 -1.1751
H1 2.2316 0.6911 0.0920
H2 3.2935 -0.4317 0.9812
H3 3.5841 -0.1332 -0.8144
H4 1.6815 -2.1752 0.1147
H5 1.9170 -1.5589 -1.4848
H6 -1.5797 0.1168 2.0985
H7 -3.4175 2.4067 0.9389
H8 -4.0031 1.3477 -0.3648
H9 -3.6411 0.6586 1.2717

As for the charge: 0. As for the HOMO energy: -9.2468 eV. As for the frontier orbital gap: 9.43 eV. Its SMILES is CCO/[N+]([O-])=C\C(C)=O.

---

10.
The molecule C5H9NO3 at a distorted geometry. Source: the OMol25 dataset; level of theory: ωB97M-V/def2-TZVPD.

Cartesian coordinates (Å):
C1 -1.1610 -0.3179 -1.0908
C2 -1.1291 0.2804 1.4328
C3 1.2897 -0.6592 -0.6037
C4 1.3081 0.3470 0.1683
C5 -0.5100 0.7395 0.1184
N1 2.1085 1.2772 0.7171
O1 1.3774 -1.9428 -0.8784
O2 -1.5272 -1.6397 -0.7759
O3 -0.5924 1.9295 -0.2428
H1 1.6881 -2.0736 -1.7870
H2 -0.7367 -2.1840 -0.6748
H3 1.7162 1.9413 1.3714
H4 2.7454 1.7648 0.0976
H5 -2.0990 0.2322 -1.1930
H6 -0.6482 -0.2126 -2.0562
H7 -2.0603 0.8131 1.6164
H8 -1.3228 -0.7859 1.5234
H9 -0.4467 0.4907 2.2574

As for the charge: 0. As for the HOMO energy: -7.9613 eV. As for the frontier orbital gap: 7.94 eV.

---

11.
A structure of composition C5H9NO3 at a distorted geometry. Source: the OMol25 dataset; level of theory: ωB97M-V/def2-TZVPD.

Cartesian coordinates (Å):
C1 -0.7460 -0.6028 0.7211
C2 -0.3012 -1.0366 -0.6896
C3 -0.1166 0.7375 0.3030
C4 -0.1622 -1.3916 1.8429
C5 1.5219 2.0918 -0.4480
N1 -1.1338 -0.8250 -1.7505
O1 -2.1926 -0.1829 -1.5813
O2 -0.7843 -1.3716 -2.7958
O3 1.0715 1.1880 0.5475
H1 -1.9233 -0.3900 0.7654
H2 0.5303 -1.7646 -0.9005
H3 -0.8554 1.3001 -0.3603
H4 0.8104 -0.9976 2.1491
H5 -0.2950 -2.4123 1.5453
H6 -0.7448 -1.4328 2.7787
H7 1.0287 1.9923 -1.4462
H8 2.6363 1.9431 -0.5058
H9 1.6561 3.1553 -0.1750

As for the charge: 0. As for the HOMO energy: -8.5344 eV. As for the frontier orbital gap: 8.69 eV.

---

12.
A cluster of 2 separate species, C5H9NO3 in total at a distorted geometry. Source: the OMol25 dataset; level of theory: ωB97M-V/def2-TZVPD.

Cartesian coordinates (Å):
C1 3.1418 -0.2145 0.5507
C2 -2.1483 -0.0286 -0.5916
C3 -2.5344 0.6458 0.6551
C4 -0.6291 -0.1126 -0.3711
C5 2.9168 0.4268 -0.6008
N1 -0.2126 0.4289 0.6986
O1 2.4297 -0.1090 1.7136
O2 -1.2938 0.7294 1.4996
O3 1.8595 1.2069 -1.0204
H1 4.1174 -0.7030 0.7547
H2 -2.6686 -0.9949 -0.6957
H3 -2.1651 0.5954 -1.4821
H4 -2.8090 1.7073 0.6659
H5 -3.2082 -0.0367 1.3218
H6 0.0965 -0.4633 -1.1126
H7 3.7761 0.2944 -1.3509
H8 1.6292 0.4688 1.3684
H9 1.7593 1.8592 -0.2834

As for the charge: 0. As for the HOMO energy (spin up / spin down): -5.6853 / -8.2099 eV. As for the frontier orbital gap (spin up / spin down): 6.40 / 5.99 eV. As for the spin multiplicity: 3. Its expectation value of S² is 2.0076.

---

ΔE to the lowest compared entry with this formula, charge and spin values, unit kcal/mol, following the record order: 169.4, 115.3, 66.3, 192.4, 61.4, 130.7, 148.6, 50.3, 139.3, 157.2, 171.8, 57.8.